Model w:
Computed, not measured: a single C4H9NO3S molecule, with ωB97M-V/def2-TZVPD.

Geometry as XYZ:
```
18
Properties=species:S:1:pos:R:3:lowdin_charge:R:1
C 0.77 -0.81 0.92 -0.1218
C 0.10 -0.46 -1.36 -0.1051
C -0.71 1.12 0.49 -0.0636
C -0.39 -0.36 0.05 -0.8060
N -4.00 0.29 -0.03 -0.4134
O -4.59 0.59 -0.95 0.1780
O -2.93 -0.77 -0.53 -0.4746
O -4.10 0.51 1.12 0.1350
S -1.82 -1.42 0.40 0.9958
H 0.88 -1.90 0.78 0.0876
H 1.62 -0.29 0.78 0.0436
H 0.49 -0.86 2.05 0.1207
H 0.64 0.39 -1.80 0.0921
H -0.76 -0.71 -2.16 0.1309
H 0.77 -1.24 -1.33 0.0342
H -1.46 1.27 1.19 0.0429
H 0.15 1.59 0.68 0.0425
H -1.24 1.63 -0.31 0.0811
```

LUMO   0.35 eV
Charge   0
2S+1   1
Molecular weight   151.2 g mol⁻¹
Kohn-Sham gap   9.4 eV

Model x:
Computed, not measured: 2 unconnected molecules or ions with the total composition C4H9NO3S, with ωB97M-V/def2-TZVPD.

Geometry as XYZ:
```
18
Properties=species:S:1:pos:R:3:lowdin_charge:R:1
C -0.47 -1.05 -1.32 -0.4571
C 1.42 1.81 0.97 -0.1856
C 1.85 1.19 -0.29 -0.0105
C 0.22 -1.02 -0.13 -0.1137
N -0.22 -1.47 1.04 0.1215
O -2.83 -0.90 -0.06 -0.4800
O -1.23 -2.07 -1.84 -0.0560
O -1.69 1.23 0.30 -0.4573
S -2.06 0.22 -0.69 0.8530
H -0.04 -0.53 -2.17 0.1134
H 0.67 1.05 1.44 0.0756
H 0.94 2.71 0.72 0.0490
H 2.16 1.94 1.80 0.0848
H 2.53 0.34 -0.36 0.0461
H 1.47 1.64 -1.24 0.0776
H 0.37 -1.18 1.82 0.1122
H -1.84 -2.48 -1.12 0.1355
H -1.25 -1.42 1.11 0.0913
```

LUMO (spin up / spin down)   -1.39 / -0.41 eV
Charge   0
2S+1   1
Molecular weight   151.2 g mol⁻¹
Kohn-Sham gap (spin up / spin down)   6.7 / 7.9 eV

Pick model x: it beats the second-best structure by 0.0030 hartree.